# C3HCl2N2

C3HCl2N2 as an isolated structure (the ωB97M-V functional and the def2-TZVPD basis, the Open Molecules 2025 dataset).

```
8
Properties=species:S:1:pos:R:3:forces:R:3
Cl 1.85092 0.04032 1.45523 -1.4868 0.2999 -0.7199
Cl 1.37857 -0.94126 -1.75055 1.4296 -0.5243 -1.5194
N -1.08428 -0.67538 -0.95615 1.2167 -0.2726 -3.2701
N -1.46774 0.28364 1.19319 -0.6644 -0.3964 -1.1160
C 0.17254 -0.38521 -0.85970 -0.7434 -0.4728 2.8860
C 0.56765 0.42621 0.47181 -0.2291 -1.5061 -1.4410
C -1.58483 -0.14022 0.08758 0.1035 1.1269 4.7094
H 0.16717 1.39190 0.35860 0.3738 1.7454 0.4709
```
Forces are in eV/Å.

Results
- Relative energy (zero: lowest compared OMol25 entry of this formula, charge and spin): 53.90 kcal/mol
- Total charge: +1
- HOMO-LUMO gap: 8.400 eV
- Spin multiplicity: 1

These are the Löwdin partial charges, in e, on atoms 1 to 2: Cl 0.935; Cl 0.980

***

# C7H9N3

One molecule with the formula C7H9N3 (the ωB97M-V functional and the def2-TZVPD basis, the Open Molecules 2025 dataset).

```
19
Properties=species:S:1:pos:R:3:forces:R:3
N 2.35802 -1.37752 -0.59345 -1.0414 0.4655 0.2154
N -2.76002 -1.49488 0.29457 5.7823 3.6990 1.2403
N 2.90467 0.49642 0.72409 -2.6742 1.3560 0.9492
C -1.76357 -0.41475 0.07766 1.7890 -7.2651 1.4240
C -0.40215 -0.82340 0.17090 -1.0911 1.7144 -1.3133
C -2.05764 0.84653 -0.15463 -2.8269 4.0333 0.4189
C 2.01653 -0.21987 0.05695 0.1974 2.7878 1.4950
C 0.24651 1.47617 -0.18710 -3.4772 2.3150 -0.8729
C 0.54527 0.16479 -0.05863 1.7930 -2.2520 1.2614
C -1.11846 1.88632 -0.28738 1.1574 -3.1726 0.5039
H -0.11924 -1.84624 0.26754 0.1180 -0.5059 0.2467
H 0.97306 2.22118 -0.26981 1.2998 0.8100 -0.1591
H -2.62699 -2.44240 0.38817 0.8506 -1.8810 -0.0212
H -1.53434 2.84762 -0.43790 0.3449 1.0126 -0.0423
H -3.54792 -1.15261 0.01218 -6.1369 1.4412 -1.8308
H 3.32299 -1.53816 -0.52429 1.4221 -0.4861 -0.2632
H -3.13081 1.13060 0.01926 0.9148 -0.1464 -0.7393
H 1.91742 -1.50629 -1.49523 0.2110 -0.1069 0.1850
H 2.42824 1.42336 1.35698 1.3673 -3.8189 -2.6979
```
Forces are in eV/Å.

Results
- Relative energy (zero: lowest compared OMol25 entry of this formula, charge and spin): 40.94 kcal/mol
- HOMO-LUMO gap: 9.277 eV
- SMILES string: [H]/N=C(/N)c1cccc(N)c1
- Spin multiplicity: 1

These are the Löwdin partial charges, in e, on atoms 1 to 2: N 0.119; N 0.134

***

# C6H14O

C6H14O as an isolated structure (the ωB97M-V functional and the def2-TZVPD basis, the Open Molecules 2025 dataset).

```
21
Properties=species:S:1:pos:R:3:forces:R:3
O 0.28553 1.70615 -1.03240 -0.3528 -1.0315 1.2105
C 1.05207 -1.11776 -1.92761 1.0063 -0.5873 0.2053
C 0.23294 -0.34647 0.95983 -3.8856 -0.6636 1.0484
C -0.38526 1.77568 2.21022 0.2992 0.3263 -0.4826
C -0.71354 0.66471 1.25866 1.7793 -1.5320 2.1761
C -0.30390 -1.41084 -1.31882 -0.0935 0.7479 -0.2946
C -0.35704 -1.58159 0.20913 0.7680 0.5996 -0.3343
H -1.76724 0.64256 1.02058 0.2038 -0.4563 -0.9868
H -0.92967 -0.54371 -1.57095 -0.1121 -0.3058 -0.0753
H 0.01199 2.61644 1.62453 -0.1545 -0.0538 0.1799
H 0.22557 2.66508 -1.01944 0.0496 -0.0219 0.1534
H -1.28399 2.10038 2.73596 0.0893 -0.0076 -0.0720
H 1.17184 -0.36033 1.49997 0.1612 0.3287 -0.5075
H 0.08295 0.74367 0.20573 0.8568 2.2346 -2.8364
H 0.14986 -2.51355 0.47505 0.1776 0.2791 0.2582
H 1.41148 -0.11138 -1.74896 -0.2092 0.2370 0.0431
H 0.37174 1.47413 2.92957 0.0430 0.0110 0.0364
H 1.82910 -1.80881 -1.55102 -0.2657 0.0409 -0.1053
H -0.66195 -2.28763 -1.85619 -0.5021 -0.1587 0.4489
H -1.39765 -1.66471 0.52952 0.0892 -0.1227 -0.0486
H 0.99305 -1.28170 -3.00405 0.0523 0.1359 -0.0169
```
Forces are in eV/Å.

Results
- Relative energy (zero: lowest compared OMol25 entry of this formula, charge and spin): 96.53 kcal/mol
- HOMO-LUMO gap: 8.153 eV
- Spin multiplicity: 1

These are the Löwdin partial charges, in e, on atoms 1 to 2: O -0.391; C -0.128

***

# CaH6N4O15

CaH6N4O15 as an isolated structure (the ωB97M-V functional and the def2-TZVPD basis, the Open Molecules 2025 dataset).

```
26
Properties=species:S:1:pos:R:3:forces:R:3
Ca -0.09519 0.11566 -0.29338 0.2092 0.0212 0.4962
O -2.26882 -2.18175 2.64046 1.0992 0.9158 -0.2736
O -4.21573 -2.74648 3.35007 0.4776 0.6769 0.3752
O 5.12809 2.52840 2.10513 1.2973 3.1974 2.1693
O -2.14152 2.83043 -1.92309 0.3314 -0.5282 0.0094
O 3.65683 1.71380 0.87732 -1.3263 -1.1431 -0.8758
O 5.39842 0.57761 1.49681 1.2807 -3.9957 -0.5884
O -3.76954 2.54518 3.36929 -2.5815 0.1496 -0.8917
O 2.49685 1.10721 -6.07339 -0.8510 2.8235 0.2597
O 2.81345 -0.84936 -5.62811 0.9061 -4.2031 0.0905
O -2.29596 2.27297 4.85028 0.4095 -0.5274 3.4029
O -1.72597 2.50888 2.88846 3.4985 0.0162 -4.1848
O 1.99345 0.34164 -4.07498 -0.8153 0.8253 1.1736
O 2.32638 -2.88375 -0.05617 -0.5653 0.2072 -0.0965
O -2.19216 -2.12368 -2.36134 0.3817 0.4081 0.2397
O -2.47511 -3.31914 4.49616 0.2709 1.1072 -0.3191
N 2.41802 0.21196 -5.23472 0.3916 0.4851 -1.1472
N -2.97000 -2.67647 3.53774 -1.5957 -2.6781 -0.3019
N 4.74259 1.56867 1.50856 -1.8116 1.6923 -0.8971
N -2.60713 2.42394 3.69974 -1.1292 0.2515 1.1116
H -3.04400 3.09948 -1.75171 -0.2791 -0.0297 0.2280
H 2.88344 -3.02969 0.70844 0.1245 0.1033 0.3214
H -2.57262 -1.76964 -3.16516 -0.0078 0.1464 -0.2720
H -1.65726 3.65217 -2.00344 0.2142 0.2297 -0.0315
H -2.73048 -2.88850 -2.15763 -0.0980 -0.2309 0.2958
H 2.90408 -3.02955 -0.80532 0.1683 0.0793 -0.2939
```
Forces are in eV/Å.

Results
- Relative energy (zero: lowest compared OMol25 entry of this formula, charge and spin): 205.94 kcal/mol
- Total charge: -2
- HOMO-LUMO gap: 3.432 eV
- Spin multiplicity: 1

These are the Löwdin partial charges, in e, on atoms 1 to 2: Ca 1.795; O -0.136

***

| no. | LUMO level (eV) | DFT total energy (eV) |
| --- | --- | --- |
| 1 | -7.9 | -31139.5116 |
| 2 | 0.9 | -11873.7151 |
| 3 | 0.0 | -8492.7064 |
| 4 | 0.3 | -55193.1166 |